(1)
Formula: C45H37BrCsN4O2P2S2Te
Source: the Open Molecules 2025 dataset
Level of theory: wB97M-V/def2-TZVPD

Output
frontier orbital gap: 0.2144 Ha
strongest force on any atom: 0.81 eV Å⁻¹
energy above the lowest of the compared OMol25 structures with the same formula, charge and spin: 0.703 eV
LUMO: 0.0698 Eh

ORCA input file:
```
! RIJCOSX wB97M-V def2-TZVPD def2/J DEFGRID3
* xyz -1 1
C 0.890 0.561 4.594
C 1.024 -3.483 -3.028
H -2.167 -4.043 3.112
N -4.132 2.469 -0.348
C 2.023 0.091 0.756
H -3.192 1.670 -4.974
H 7.259 0.841 -2.860
H -5.267 -3.797 0.550
H -6.819 1.788 -7.261
H -0.472 -5.771 2.590
C -4.453 3.475 0.351
H -4.548 -1.443 0.190
H -8.088 2.162 -5.161
H 1.033 1.138 6.659
C -4.963 1.984 -3.861
C 1.912 -1.775 -1.554
C -0.911 -2.417 2.499
C 6.248 0.692 -2.501
H 3.028 0.967 -3.523
H -1.660 -1.660 2.706
H 4.536 -0.225 0.284
C 1.023 -2.177 -2.550
H 0.318 -3.776 -3.796
C 5.820 2.408 3.381
C 4.155 2.458 1.659
N 6.795 2.793 2.559
C 1.513 -0.071 3.522
H -6.282 5.157 2.173
S -3.702 3.728 1.937
C -4.266 1.776 -5.048
H -5.861 6.613 1.250
C -4.912 1.706 -6.270
H 3.552 -4.724 -1.154
C 2.831 -2.707 -1.075
N -4.885 2.386 -1.514
S -5.686 4.656 -0.112
C 5.167 2.868 0.799
O -2.940 1.828 -2.611
H 7.257 3.332 0.628
H 3.757 1.931 3.710
C -2.088 -4.258 -0.516
C 3.640 0.318 -1.573
H -0.087 1.007 4.447
H -1.342 -5.013 -0.721
C -1.197 -3.754 2.725
C -0.245 -4.724 2.431
H 6.865 0.079 -0.537
H 4.392 -0.992 5.077
H 3.561 -2.394 -0.338
H 0.319 -1.456 -2.953
C 3.406 -0.560 4.944
C 5.170 0.946 -3.335
H 5.338 1.294 -4.348
H 6.106 2.230 4.413
C 6.026 0.260 -1.199
C 4.730 0.080 -0.739
H -3.476 6.057 1.356
C -7.011 2.050 -5.149
C -6.295 1.842 -6.314
Te 2.145 2.231 0.970
C -6.359 2.127 -3.917
O -7.113 2.334 -2.823
P 1.897 0.010 -1.060
C -1.783 -2.913 -0.661
C 2.781 -0.622 3.708
C 2.833 -4.012 -1.542
C -5.580 5.579 1.455
C -3.355 -4.576 -0.069
C 4.501 2.238 2.987
C 1.521 0.635 5.832
H 1.927 -5.424 -2.884
H 2.253 -2.689 1.378
C -4.171 2.051 -2.582
C 6.456 3.020 1.291
H -6.475 2.398 -2.057
C 2.775 0.073 6.008
C 1.923 -4.405 -2.516
C -4.160 5.483 1.979
C -4.269 -3.574 0.200
C 1.281 -2.998 1.733
Br -3.834 -6.390 0.205
H 4.964 3.048 -0.249
H 3.266 0.132 6.972
C 0.990 -4.344 1.929
C 0.334 -2.020 2.003
H 3.278 -1.073 2.857
H 1.738 -5.094 1.699
H -4.346 1.546 -7.180
C -3.861 -2.261 0.001
Cs -1.298 1.225 -0.706
N -2.644 -1.929 -0.416
H -4.088 5.833 3.008
C 3.872 0.762 -2.873
P 0.636 -0.197 1.910
H -0.786 -2.628 -0.971
*
```



(2)
Formula: C45H37INPSV
Source: the Open Molecules 2025 dataset
Level of theory: wB97M-V/def2-TZVPD

Output
frontier orbital gap (spin up / spin down): 0.2082 / 0.2724 Ha
<S²>: 3.776
strongest force on any atom: 2.89 eV Å⁻¹
energy above the lowest of the compared OMol25 structures with the same formula, charge and spin: 1.353 eV
LUMO (spin up / spin down): -0.0105 / -0.0110 Eh

ORCA input file:
```
! RIJCOSX wB97M-V def2-TZVPD def2/J DEFGRID3
* xyz 0 4
H 3.531 0.815 1.401
H -5.895 1.365 -1.422
C 0.356 0.404 2.545
C -2.841 -0.783 -4.929
C 3.895 -1.809 2.200
H 6.125 -1.964 -0.958
H 6.379 -2.419 1.225
C 4.673 -1.956 -2.493
C -2.368 -0.735 1.976
C -0.080 1.618 -1.845
C 6.208 -1.363 1.419
C -0.779 3.747 -2.792
C -2.249 -3.194 1.291
S 2.523 -1.842 -4.338
H 1.960 1.620 -1.135
H -1.549 4.350 -3.251
P -1.637 0.216 0.567
H -2.047 2.049 -2.602
H -3.506 -5.888 2.910
H 2.430 3.922 -1.777
H -2.538 1.209 2.847
C 2.482 -1.161 -1.837
C 1.399 1.024 3.210
H 2.225 -0.596 0.204
H 6.490 -1.164 2.450
C -2.730 0.155 2.985
C 1.071 -1.233 -3.566
C -3.550 -3.881 3.632
H -5.968 3.700 -0.614
C -2.593 -4.510 1.544
H 0.177 -1.755 -6.123
C 0.478 4.287 -2.576
C 4.564 0.503 1.524
H 4.250 -1.636 3.214
C 1.770 2.318 2.876
C -4.031 0.946 -0.462
C -3.247 -2.529 3.378
H -3.547 0.483 4.931
C 3.362 -1.664 -2.814
C -2.598 -2.129 2.156
N 1.221 -0.921 -2.296
H 6.862 -0.776 0.779
C -2.486 -0.482 -3.621
H 0.698 5.303 -2.872
H 5.183 1.107 0.863
H -3.970 -0.074 -0.834
C -1.892 -1.246 -5.832
H -4.215 4.526 0.913
C -3.002 1.422 0.350
C 0.071 2.361 1.180
C -1.182 -0.628 -3.170
H 3.972 -2.872 1.983
C -3.090 2.712 0.861
H 5.350 -2.343 -3.237
H -2.328 3.101 1.522
I -0.996 -2.945 -0.442
H 1.923 0.497 3.994
H -2.176 -1.479 -6.847
H 2.847 -1.525 2.155
V -0.329 -0.299 -1.371
H 4.859 0.702 2.552
H -3.867 -0.658 -5.253
C -3.255 -4.856 2.717
C -0.336 1.075 1.534
H 1.391 3.986 1.584
C -3.311 -0.250 4.174
C -0.581 -1.402 -5.434
C -1.050 2.439 -2.426
H 0.066 -0.602 2.830
C 4.736 -0.990 1.213
C -0.237 -1.095 -4.116
H -0.423 2.871 0.365
H -3.257 -0.118 -2.949
H -4.038 -1.923 5.277
C -5.103 1.750 -0.794
C 5.100 -1.740 -1.196
H -2.327 -5.281 0.836
H 2.580 2.801 3.401
C -4.160 3.522 0.519
C 1.106 2.981 1.857
C 1.172 2.196 -1.621
C -5.155 3.053 -0.321
C -3.577 -1.580 4.363
C 2.932 -0.967 -0.534
H -4.021 -4.131 4.571
C 4.252 -1.247 -0.203
C 1.452 3.506 -1.975
*
```



(3)
Formula: C45H38Cl3P3S2Se2V
Source: the Open Molecules 2025 dataset
Level of theory: wB97M-V/def2-TZVPD

Output
frontier orbital gap (spin up / spin down): 0.1792 / 0.1556 Ha
<S²>: 0.761
strongest force on any atom: 2.01 eV Å⁻¹
LUMO (spin up / spin down): 0.1536 / 0.1536 Eh

ORCA input file:
```
! RIJCOSX wB97M-V def2-TZVPD def2/J DEFGRID3
* xyz -2 2
C 3.592 -1.983 -1.574
H -1.917 2.294 -6.677
H 4.613 4.379 -0.733
H -2.133 -0.634 4.860
C -0.142 2.639 -5.540
H -1.230 -1.746 -6.074
H -5.013 -5.843 1.835
C -3.150 -0.297 5.014
C 2.959 5.647 -1.235
C 4.531 -2.995 -1.639
H 1.147 6.665 -1.734
S -1.048 2.048 -0.396
C -0.355 -1.361 -5.563
H -2.676 -5.327 2.410
C 3.833 1.349 5.068
C -0.190 1.899 -3.266
C -0.258 -1.482 -4.191
H 1.684 2.628 1.097
C 4.341 1.464 3.784
P 0.958 -0.952 -1.705
C 2.779 -4.623 -1.778
H 0.270 2.486 2.193
C -5.754 0.565 5.360
H 3.525 6.564 -1.123
C 2.843 3.256 -1.172
C -1.457 1.361 -3.466
H 2.700 0.091 -3.713
H 3.897 -0.949 -1.498
H -2.964 -0.133 7.135
H 2.089 1.199 6.304
C 4.133 -4.320 -1.743
V 0.372 0.394 0.612
C -2.943 -3.213 2.286
H -1.037 -1.962 -3.613
C 1.858 -0.332 -4.247
H 3.296 2.282 -1.032
H -6.600 -4.000 1.371
C 0.847 -0.964 -3.525
H 3.868 1.700 1.729
C -3.970 -0.123 3.906
C 2.233 -2.279 -1.603
C 2.466 1.311 5.297
C 1.764 -0.225 -5.617
H 4.875 -5.108 -1.805
H 5.588 -2.762 -1.615
C 0.657 -0.740 -6.280
H 2.462 -5.655 -1.867
H 1.496 2.869 -4.167
Cl 0.909 -2.787 3.393
H -5.289 0.656 7.453
C 1.498 3.304 -1.511
H 0.781 -3.843 -1.739
C 1.839 -3.613 -1.709
H -1.962 0.874 -2.638
C -4.924 0.419 6.461
H 0.591 -0.661 -7.358
C 3.468 1.609 2.730
H 0.207 -2.678 1.145
C 3.570 4.422 -1.022
H -3.059 1.075 -4.854
C -3.372 -4.524 2.214
C 1.603 1.465 4.234
C 0.885 4.536 -1.704
C -2.070 1.484 -4.696
Cl 1.990 -1.176 1.279
C -5.573 -3.776 1.629
H -1.917 -2.985 2.544
C -5.145 -2.464 1.696
H -0.169 4.565 -1.948
P -3.322 -0.413 2.209
H -6.772 0.904 5.500
Cl 4.940 1.292 6.416
C 1.181 1.992 1.834
H 2.544 0.274 -6.181
C -5.282 0.296 4.090
C 1.649 0.535 -1.158
C 1.616 5.701 -1.578
C 1.176 -2.702 1.660
S -0.719 -1.691 -0.961
H -5.828 -1.654 1.479
H 1.797 -3.543 1.350
C 0.487 2.502 -4.319
H -5.928 0.428 3.233
C -3.827 -2.176 2.030
C -1.423 2.149 -5.725
C -3.620 -0.019 6.282
P 0.520 1.766 -1.586
C -4.689 -4.811 1.892
H 5.411 1.478 3.622
C 2.072 1.666 2.919
Se -4.437 0.767 0.833
H 0.365 3.135 -6.357
Se -1.148 -0.313 2.440
H 0.535 1.447 4.414
*
```